No. 1
DFT (ωB97M-V/def2-TZVPD) results for a molecular structure, C30H69N10SbW.

Total charge: +4
E in Ha: -2037.926181
Gap between HOMO and LUMO (spin up / spin down) in eV: 7.00 / 6.94
Max |F| in eV/Å: 1.7
HOMO energy (spin up / spin down) in eV: -19.1 / -19.1

Cartesian coordinates (Å):
W (0.18, 0.97, 0.15)
C (2.27, -1.36, 3.43)
N (0.82, -1.50, 3.61)
C (0.42, -2.15, 4.87)
C (-0.04, -1.04, 2.71)
N (0.29, 0.15, 2.07)
C (0.90, 1.15, 2.99)
C (0.15, 2.45, 2.87)
N (-0.11, 2.83, 1.44)
C (-1.48, 3.38, 1.33)
C (-2.37, 2.21, 1.15)
N (-1.85, 1.48, -0.03)
C (-2.53, 1.76, -1.20)
N (-1.83, 1.92, -2.34)
C (-0.48, 2.44, -2.28)
C (-2.42, 1.90, -3.69)
N (-3.86, 1.90, -1.21)
C (-4.76, 1.16, -0.30)
C (-4.57, 2.89, -2.04)
C (0.85, 3.85, 0.93)
C (2.22, 3.28, 1.05)
N (2.23, 1.91, 0.50)
C (3.47, 1.42, 0.26)
N (4.60, 1.86, 0.80)
C (4.74, 2.39, 2.18)
C (5.90, 1.78, 0.08)
N (3.60, 0.40, -0.65)
C (2.51, 0.28, -1.50)
C (4.29, -0.84, -0.25)
N (-1.19, -1.69, 2.49)
C (-1.34, -3.12, 2.85)
C (-2.46, -0.97, 2.31)
H (2.73, -2.34, 3.55)
H (2.70, -0.69, 4.18)
H (2.49, -0.99, 2.44)
H (1.00, -1.69, 5.67)
H (0.63, -3.22, 4.86)
H (-0.64, -1.98, 5.07)
H (1.96, 1.26, 2.77)
H (0.81, 0.84, 4.03)
H (0.68, 3.26, 3.38)
H (-0.81, 2.35, 3.36)
H (-1.53, 4.02, 0.45)
H (-1.72, 4.00, 2.20)
H (-3.40, 2.52, 1.03)
H (-2.33, 1.55, 2.02)
H (0.13, 1.99, -1.50)
H (-0.43, 3.52, -2.12)
H (0.04, 2.20, -3.21)
H (-2.71, 2.89, -4.03)
H (-3.27, 1.23, -3.71)
H (-1.67, 1.51, -4.38)
H (-4.21, 0.42, 0.27)
H (-5.51, 0.66, -0.91)
H (-5.27, 1.85, 0.37)
H (-3.89, 3.62, -2.46)
H (-5.26, 3.42, -1.38)
H (-5.15, 2.41, -2.83)
H (0.75, 4.77, 1.50)
H (0.59, 4.07, -0.10)
H (2.53, 3.31, 2.08)
H (2.92, 3.92, 0.49)
H (3.99, 1.95, 2.83)
H (4.71, 3.47, 2.21)
H (5.71, 2.06, 2.54)
H (5.74, 1.51, -0.96)
H (6.54, 1.05, 0.57)
H (6.37, 2.75, 0.14)
H (2.26, 1.19, -2.03)
H (1.58, 0.02, -0.85)
H (2.57, -0.56, -2.18)
H (5.08, -0.60, 0.46)
H (4.73, -1.31, -1.12)
H (3.59, -1.53, 0.23)
H (-0.37, -3.60, 2.91)
H (-1.92, -3.60, 2.07)
H (-1.87, -3.24, 3.79)
H (-2.66, -0.33, 3.17)
H (-3.26, -1.71, 2.27)
H (-2.48, -0.41, 1.39)
C (-2.27, -4.03, -1.22)
C (-2.32, -2.54, -0.88)
C (-3.49, -1.81, -1.55)
Sb (-0.51, -1.49, -1.37)
C (-0.70, -1.19, -3.49)
C (0.57, -0.62, -4.11)
C (-1.18, -2.43, -4.25)
C (1.14, -2.87, -1.12)
C (1.18, -3.97, -2.18)
C (1.15, -3.43, 0.30)
H (-3.24, -4.47, -0.96)
H (-1.51, -4.57, -0.66)
H (-2.11, -4.22, -2.28)
H (-2.39, -2.43, 0.20)
H (-3.48, -1.94, -2.63)
H (-3.48, -0.75, -1.34)
H (-4.43, -2.22, -1.18)
H (-1.49, -0.44, -3.53)
H (1.37, -1.37, -4.14)
H (0.95, 0.26, -3.59)
H (0.38, -0.33, -5.15)
H (-0.46, -3.25, -4.20)
H (-1.29, -2.17, -5.30)
H (-2.15, -2.80, -3.91)
H (2.02, -2.24, -1.24)
H (0.28, -4.58, -2.21)
H (2.01, -4.65, -1.95)
H (1.37, -3.58, -3.18)
H (0.30, -4.09, 0.49)
H (1.13, -2.64, 1.06)
H (2.05, -4.02, 0.46)

=====

No. 2
DFT (ωB97M-V/def2-TZVPD) results for 5 unconnected molecules or ions with the total composition C30H71O16P.

E in Ha: -2730.468341
Gap between HOMO and LUMO in eV: 10.10
Max |F| in eV/Å: 4.3
HOMO energy in eV: -9.3

Cartesian coordinates (Å):
C (1.90, -0.29, -4.58)
C (2.84, 0.91, -4.18)
O (2.34, 1.27, -2.92)
P (1.52, 2.64, -2.57)
O (0.63, 3.13, -3.67)
O (0.66, 2.19, -1.24)
C (-0.16, 1.05, -1.13)
C (-1.42, 0.88, -2.02)
O (2.69, 3.61, -2.00)
C (3.37, 4.35, -2.94)
C (4.55, 4.96, -2.24)
H (2.18, -1.28, -4.22)
H (0.91, -0.22, -4.15)
H (1.69, -0.51, -5.63)
H (3.83, 0.45, -4.22)
H (2.70, 1.66, -4.96)
H (0.59, 0.30, -1.38)
H (-0.50, 0.74, -0.15)
H (-1.96, -0.06, -1.90)
H (-2.22, 1.60, -1.88)
H (-1.12, 0.94, -3.06)
H (3.60, 3.91, -3.90)
H (2.68, 5.17, -3.17)
H (4.83, 5.98, -2.50)
H (4.41, 5.08, -1.16)
H (5.42, 4.31, -2.30)
C (2.33, 0.47, 1.55)
O (1.05, 0.38, 2.22)
C (0.87, -0.67, 3.13)
C (0.03, -1.80, 2.61)
O (0.29, -2.22, 1.30)
C (-0.80, -2.83, 0.64)
C (-0.45, -3.29, -0.80)
O (-1.56, -3.41, -1.54)
C (-1.31, -3.65, -2.94)
H (2.34, 1.45, 1.09)
H (2.44, -0.36, 0.86)
H (3.22, 0.43, 2.18)
H (0.71, -0.37, 4.17)
H (1.84, -1.16, 3.23)
H (-1.02, -1.59, 2.82)
H (0.35, -2.64, 3.23)
H (-1.52, -2.02, 0.53)
H (-1.34, -3.62, 1.17)
H (-0.03, -4.30, -0.75)
H (0.28, -2.53, -1.10)
H (-0.81, -4.62, -2.87)
H (-0.61, -2.94, -3.38)
H (-2.20, -3.66, -3.56)
C (1.20, -2.97, 7.81)
O (0.63, -2.03, 6.85)
C (-0.54, -1.35, 7.35)
C (-1.33, -0.45, 6.32)
O (-1.80, -1.19, 5.17)
C (-2.70, -2.22, 5.55)
C (-3.78, -2.41, 4.46)
O (-4.39, -1.17, 4.06)
C (-5.45, -1.21, 3.14)
H (1.19, -4.01, 7.48)
H (0.87, -2.75, 8.83)
H (2.27, -2.80, 7.71)
H (-0.25, -0.72, 8.19)
H (-1.16, -2.18, 7.69)
H (-0.66, 0.25, 5.83)
H (-1.93, 0.24, 6.92)
H (-3.21, -2.21, 6.51)
H (-2.05, -3.06, 5.79)
H (-4.43, -3.24, 4.76)
H (-3.43, -2.84, 3.52)
H (-5.20, -1.51, 2.13)
H (-6.10, -0.34, 3.21)
H (-6.19, -1.94, 3.48)
C (-9.73, 1.95, -1.45)
O (-8.98, 2.71, -0.54)
C (-8.15, 3.64, -1.12)
C (-6.68, 3.19, -1.15)
O (-6.51, 1.88, -1.79)
C (-5.30, 1.21, -1.50)
C (-5.32, -0.27, -1.99)
O (-4.87, -1.15, -1.00)
C (-4.79, -2.50, -1.17)
H (-9.59, 2.15, -2.52)
H (-10.70, 2.38, -1.21)
H (-9.57, 0.88, -1.35)
H (-8.22, 4.52, -0.48)
H (-8.36, 4.06, -2.10)
H (-6.58, 3.15, -0.07)
H (-6.00, 3.97, -1.49)
H (-4.99, 1.32, -0.46)
H (-4.41, 1.67, -1.94)
H (-4.64, -0.31, -2.84)
H (-6.25, -0.58, -2.46)
H (-4.39, -2.79, -0.20)
H (-4.06, -2.78, -1.93)
H (-5.77, -2.90, -1.42)
C (8.37, -0.86, -2.96)
O (7.53, -1.94, -3.37)
C (6.28, -1.43, -3.71)
C (5.45, -1.14, -2.49)
O (5.61, 0.25, -2.22)
C (5.15, 0.59, -0.89)
C (5.82, 1.79, -0.23)
O (7.23, 1.65, -0.44)
C (7.93, 2.83, -0.47)
H (9.36, -1.30, -3.01)
H (8.13, -0.73, -1.90)
H (8.43, -0.01, -3.65)
H (5.79, -2.03, -4.47)
H (6.21, -0.46, -4.21)
H (5.94, -1.69, -1.69)
H (4.38, -1.34, -2.47)
H (5.29, -0.22, -0.17)
H (4.08, 0.77, -0.95)
H (5.56, 1.81, 0.83)
H (5.43, 2.67, -0.74)
H (7.67, 3.37, 0.45)
H (7.53, 3.45, -1.27)
H (9.01, 2.83, -0.31)